The following is a quantum chemistry calculation of a molecular structure, C13H32N4O6V, from the OMol25 dataset.

Its gap between HOMO and LUMO (spin up / spin down) is 5.6 / 7.1 eV. Its LUMO energy (spin up / spin down) is 0.55 / 0.54 eV. For the HOMO energy (spin up / spin down), the calculation gives -0.185 / -0.240 Ha. Its max |F| is 0.097 hartree/bohr. For the energy above the lowest of the compared OMol25 structures with the same formula, charge and spin, the calculation gives 334.1 kJ/mol. Its expectation value of S² is 3.755. As for the multiplicity: 4.

Atoms and positions in Å:
V -33.4623 13.0255 -12.6698
O -33.7873 14.6888 -13.8164
H -32.8179 14.8017 -13.7721
C -30.3714 13.6886 -11.0187
O -31.3744 13.6008 -12.0363
H -30.5736 13.1811 -10.0755
H -29.4710 13.2328 -11.4307
H -30.3381 14.7395 -10.7314
C -32.6782 11.7889 -15.4592
O -32.8085 11.7169 -14.2536
N -31.5154 12.1158 -15.9289
C -30.2352 12.0607 -15.0534
C -31.2123 12.2209 -17.3805
H -33.3480 11.5146 -16.2889
H -29.4352 12.5851 -15.5761
H -30.0396 11.0456 -14.7078
H -30.4133 12.7579 -14.2348
H -31.2500 11.1726 -17.6769
H -32.0199 12.7267 -17.9096
H -30.2159 12.6434 -17.5102
C -36.6104 12.3079 -13.5078
O -35.5260 12.3515 -12.8601
N -37.8216 12.6243 -13.0180
C -38.7583 13.1785 -13.9096
C -38.0730 12.7594 -11.6575
H -36.6006 12.1642 -14.5993
H -39.7186 12.6661 -13.8527
H -38.5672 13.0032 -14.9682
H -38.8824 14.2605 -13.8639
H -38.9847 12.1809 -11.5085
H -37.2978 12.4075 -10.9768
H -38.3140 13.7948 -11.4167
C -32.9749 9.9231 -11.1324
O -33.3162 10.9741 -11.6690
N -31.7835 9.4505 -11.4622
C -31.5874 8.0204 -11.3979
C -30.7429 10.1099 -12.2696
H -33.6914 9.1644 -10.7813
H -32.3210 7.4754 -10.8039
H -30.6700 7.5695 -11.0196
H -31.5616 7.6296 -12.4151
H -30.7764 9.6175 -13.2414
H -30.9528 11.1634 -12.4544
H -29.7341 9.9445 -11.8912
C -34.3385 12.5213 -9.3916
O -34.4543 13.1849 -10.3881
N -33.4485 12.7848 -8.4615
C -33.1569 11.7469 -7.4842
C -32.8442 14.1159 -8.1444
H -34.7845 11.5254 -9.2449
H -33.2004 11.9577 -6.4156
H -32.1411 11.3649 -7.5857
H -33.8165 10.9158 -7.7336
H -33.3296 14.7531 -8.8836
H -33.2658 14.5036 -7.2170
H -31.7723 14.3134 -8.1279

Atom-resolved charges from natural (NBO), all expressed in e: 1.299, -1.190, 0.431, -0.222, -0.989, 0.108, 0.136, 0.150, 0.568, -0.667, -0.384, -0.440, -0.415, 0.121, 0.205, 0.202, 0.274, 0.192, 0.215, 0.220, 0.570, -0.636, -0.421, -0.414, -0.409, 0.131, 0.194, 0.221, 0.208, 0.189, 0.246, 0.200, 0.528, -0.621, -0.401, -0.420, -0.431, 0.135, 0.208, 0.203, 0.188, 0.180, 0.285, 0.204, 0.554, -0.617, -0.410, -0.406, -0.431, 0.105, 0.199, 0.197, 0.195, 0.244, 0.191, 0.225